No. 1
Formula: C31H41IN7O2S4Y
Source: OMol25
Level of theory: ωB97M-V/def2-TZVPD

```
87
Properties=species:S:1:pos:R:3:lowdin_charge:R:1
N 0.99 1.40 2.52 -0.26
C 2.25 -0.06 -1.39 -0.16
H -0.19 6.24 -4.51 0.04
H -1.40 0.20 4.48 0.09
O -1.38 -3.01 3.93 0.03
C -1.02 -1.84 3.81 -0.65
C -3.03 -0.55 3.30 -0.22
H 4.49 -1.39 4.07 0.11
C -0.79 -4.33 0.85 -0.27
H -3.52 -1.50 3.13 0.11
C -0.86 2.63 -1.41 -1.04
C 3.81 -3.38 3.65 -0.12
H 3.62 0.17 -3.03 0.10
C 2.18 1.96 1.82 -0.18
C 3.27 -1.48 2.31 -0.13
N -1.76 -1.37 -1.08 -0.18
C 1.79 0.34 -0.12 -0.26
C 2.50 1.40 0.45 -0.34
C -2.20 3.57 -5.04 -0.03
N -1.50 -3.08 1.08 -0.11
H -3.79 0.15 3.67 0.12
C -1.51 6.00 -6.18 -0.08
H -1.24 6.95 -6.61 0.10
H 1.98 -4.10 0.92 0.04
C -1.93 -0.74 4.34 -0.10
H -2.36 -1.05 5.29 0.13
N -1.43 2.97 -2.52 0.01
C 3.09 -4.14 2.74 -0.71
H -2.20 -0.45 -0.97 -0.03
C -0.01 2.46 2.67 -0.12
H -0.46 -0.40 -2.36 0.09
H -2.90 5.50 -7.73 0.10
H 0.54 0.62 4.43 0.06
C 3.92 -2.02 3.41 -0.04
C -0.19 -2.53 -2.61 -0.44
H -0.75 -3.39 -2.98 0.07
H 2.14 0.23 3.85 0.06
C -1.07 -1.31 -2.37 -0.28
H -1.06 -4.67 -1.28 0.07
H 0.41 3.31 3.22 0.10
C -2.44 5.19 -6.81 -0.10
N -2.45 -0.07 2.03 -0.05
C 1.39 1.01 3.88 -0.10
S -1.56 1.51 -0.28 0.60
H -3.45 -2.37 1.07 0.10
Y 0.00 -0.74 1.00 1.41
H 1.76 -0.89 -1.90 0.02
S 0.63 3.45 -1.11 1.01
H 4.10 2.84 0.27 0.11
N 2.55 -2.20 1.46 0.06
C 3.99 1.58 -1.45 -0.09
H 1.80 1.88 4.42 0.10
H 0.38 -5.39 -0.60 0.08
C 3.58 2.01 -0.20 -0.09
H -0.36 2.80 1.70 0.02
H -1.77 -1.23 -3.21 0.13
C -2.81 -3.00 0.44 -0.18
H -0.87 2.09 3.23 0.07
S 0.73 -3.09 -1.15 0.90
H -1.64 -3.07 2.09 0.06
H -3.30 -3.99 0.41 0.13
C -1.26 4.39 -4.42 -0.18
C 3.31 0.53 -2.05 -0.09
C -0.26 -4.50 -0.57 -0.42
H 4.28 -3.84 4.51 0.10
H -2.23 0.92 2.12 0.01
H -3.75 -2.06 -1.26 0.13
C -2.78 3.97 -6.23 -0.09
C -0.91 5.61 -4.99 -0.05
H -2.52 -3.22 -1.69 0.10
C -2.75 -2.43 -0.97 -0.19
C 0.48 4.33 -2.60 -1.07
H -2.47 2.63 -4.59 0.10
S 1.68 5.38 -3.08 0.57
H -3.16 -0.09 1.30 0.06
H 3.34 -0.42 2.08 0.09
H -3.51 3.33 -6.70 0.10
H 4.82 2.06 -1.95 0.10
O 0.01 -1.45 3.14 -0.19
H 2.06 3.05 1.75 0.12
I 2.88 -6.19 2.96 0.90
H -1.43 -5.20 1.08 0.13
H 3.05 1.81 2.47 0.12
H 0.55 -2.29 -3.37 0.08
N -0.68 3.94 -3.18 -0.13
H 0.03 -4.36 1.57 0.09
C 2.50 -3.51 1.66 -0.24
```

Calculated values
* E: -99826.1562 eV
* LUMO energy: 0.0074 Ha
* spin multiplicity: 1
* molecular weight: 887.8 g/mol


No. 2
Formula: C31H41IrN2P
Source: OMol25
Level of theory: ωB97M-V/def2-TZVPD

```
76
Properties=species:S:1:pos:R:3:lowdin_charge:R:1
C -0.37 -2.66 1.23 -0.13
C 2.68 -4.72 0.74 -0.05
H 4.42 2.85 1.28 0.10
H 1.94 4.59 -3.81 0.08
H -4.96 -1.89 -0.85 0.13
C -5.10 -0.30 0.58 -0.23
H -0.37 -3.54 -1.34 0.10
C 0.42 0.00 5.48 0.00
C -2.39 2.19 1.53 -0.02
C 2.09 -0.91 -2.32 -0.08
H 2.20 3.37 2.41 0.09
C 2.55 -5.08 -0.60 -0.02
H -7.18 0.04 0.24 0.10
H -2.59 1.95 -2.01 0.13
H 3.52 -5.08 1.32 0.12
N -1.06 0.44 -0.33 -0.16
H -4.93 1.37 1.91 0.13
C 2.60 1.74 1.06 -0.52
H 3.30 -5.72 -1.06 0.12
H 0.43 5.47 -3.60 0.10
C 1.46 -4.65 -1.35 -0.04
N 0.18 -0.28 2.91 0.02
H 4.60 1.45 0.22 0.07
H 3.53 0.49 -1.54 0.12
H 3.77 2.91 -0.35 0.08
C 1.21 2.71 -2.11 -0.01
C 1.71 2.88 1.57 -0.10
H 1.26 -1.52 -1.97 0.05
Ir -0.02 -0.51 0.87 1.14
C -3.09 1.03 0.89 -0.20
H -2.20 2.99 0.80 0.09
C -4.43 -1.08 -0.36 0.01
H 0.73 2.53 1.91 0.04
H 2.78 -1.57 -2.85 0.10
H -2.79 -2.68 -1.77 0.09
C -2.47 -1.63 -1.82 -0.03
H -6.80 -1.60 0.75 0.09
H 4.14 -0.80 0.51 0.08
H 0.30 1.05 5.75 0.11
H 4.29 -1.82 -0.92 0.10
H -1.42 1.90 1.95 0.04
H -3.00 2.61 2.32 0.09
H -6.78 -0.28 1.92 0.09
H 2.27 2.91 -2.16 0.12
H 1.55 3.63 0.79 0.09
C -3.11 -0.84 -0.71 -0.21
C 2.83 -0.26 -1.15 -0.51
C 0.86 4.50 -3.86 -0.02
C 0.35 3.43 -2.94 -0.23
H 1.83 -3.63 2.37 0.12
C 3.58 -1.27 -0.30 -0.09
C -4.41 0.75 1.18 0.02
P 1.66 0.70 -0.12 0.98
H -1.70 3.69 -3.52 0.13
C 0.50 -3.85 -0.77 -0.03
H 1.36 -4.95 -2.38 0.12
H -1.39 -1.59 -1.80 0.04
C -1.53 2.17 -2.04 0.03
C 0.61 -3.46 0.58 -0.31
C 0.71 1.74 -1.26 -0.29
C -2.44 0.21 -0.05 -0.25
H 1.41 -0.34 5.78 0.11
H -2.80 -1.24 -2.78 0.10
H -0.34 -0.59 5.98 0.11
H 2.89 -2.00 0.13 0.04
H -1.39 -2.66 0.83 0.08
H 2.80 1.06 1.90 0.10
C 0.29 -0.16 4.04 -0.13
C 3.92 2.26 0.51 -0.08
C -0.65 1.47 -1.22 -0.28
H 1.71 -0.17 -3.03 0.08
C -6.54 -0.56 0.90 -0.03
H 0.58 4.29 -4.89 0.10
C 1.73 -3.92 1.33 -0.04
H -0.34 -2.72 2.32 0.06
C -1.02 3.14 -2.88 0.01
```

Calculated values
* total charge: +2
* E: -47906.4834 eV
* LUMO energy (alpha / beta): -0.2515 / -0.3027 Ha
* spin multiplicity: 2
* molecular weight: 664.9 g/mol


What energy above the lowest of the compared OMol25 structures with the same formula, charge and spin values result from the calculations? In sequence: 0.000, 0.164 eV.